Entry from the Open Molecules 2025 dataset: a gas-phase ion, C7H15FN4O3P (charge +1) (ωB97M-V/def2-TZVPD).

Element x y z (Å)
C: 3.440 -2.733 0.498
C: 2.313 -2.772 -0.192
C: 1.820 -1.627 -1.039
C: 0.999 -0.569 -0.267
F: 1.042 -0.804 1.115
C: 1.587 0.799 -0.516
N: 0.651 1.911 -0.115
C: -0.673 1.563 0.585
O: -1.541 2.601 0.261
N: -1.072 3.918 0.895
O: -1.915 4.380 1.499
C: -1.274 0.226 0.136
P: -2.875 0.359 -0.864
N: -3.889 0.823 0.407
O: -3.108 -1.267 -1.034
N: -0.359 -0.556 -0.728
H: 3.730 -3.558 1.134
H: 4.122 -1.891 0.444
H: 1.714 -3.676 -0.182
H: 2.685 -1.142 -1.497
H: 1.194 -1.979 -1.859
H: 2.549 0.929 -0.025
H: 1.743 0.892 -1.588
H: 1.157 2.538 0.510
H: 0.400 2.472 -0.932
H: -0.488 1.571 1.660
H: -1.496 -0.336 1.052
H: -3.716 0.439 1.329
H: -4.874 0.757 0.182
H: -3.162 -1.760 -0.203
H: -0.704 -1.510 -0.667

Properties
HOMO-LUMO gap: 8.03 eV
E_LUMO: -4.457 eV
HOMO: -12.5 eV
strongest force on any atom: 0.9 eV/Å
charge: +1
SMILES: C=CC[C@@]1(F)C[NH2+][C@@H](ON=O)[C@@H](P(N)O)N1